[1]
The following is a quantum chemistry calculation of a cluster of 2 separate species, C7H16N3O in total, from OMol25.

Summary:
* lowest unoccupied orbital energy: -2.73 eV
* orbital gap: 0.3925 hartree
* E_HOMO: -13.41 eV
* energy relative to the best compared isomer or geometry (same formula, charge and spin): 83.30 kcal/mol
* electronic energy: -515.43867 hartree
* net charge: +1

Last column: Mulliken charge in e.
Element x y z (Å)
C: 0.163 -1.423 2.228  -0.75
C: -1.380 -3.696 -0.934  -0.36
C: -0.231 -0.092 0.146  0.62
C: -1.563 0.265 -1.840  -1.06
C: 1.504 2.464 1.622  -0.81
C: 0.358 1.814 -1.229  -0.45
C: 1.760 1.680 -0.553  -0.79
N: -0.233 -0.578 1.238  -0.04
N: -0.425 0.560 -0.971  0.04
N: -1.565 -2.639 -0.256  -0.37
O: 1.780 1.401 0.794  -0.31
H: -0.123 -1.174 3.182  0.31
H: 1.255 -1.571 2.340  0.33
H: -0.794 -3.456 -1.819  0.23
H: -1.793 -4.638 -0.751  0.30
H: -2.417 1.008 -2.030  0.30
H: -1.139 0.006 -2.786  0.44
H: -1.896 -0.728 -1.664  0.32
H: 0.419 2.451 1.975  0.28
H: 1.927 3.313 1.346  0.46
H: 2.003 2.268 2.609  0.23
H: -0.066 2.664 -0.754  0.31
H: 0.518 1.883 -2.310  0.44
H: 2.385 2.581 -0.865  0.43
H: 2.176 0.819 -1.043  0.38
H: -0.349 -2.383 1.910  0.33
H: -2.273 -2.799 0.415  0.19

Cartesian forces (eV/Å) of the 2 atoms listed first:
C 1.12 -3.86 -0.79
C 0.97 2.64 -0.96

***

[2]
The following is a quantum chemistry calculation of the molecule C7H16N3O2PS, from OMol25.

Summary:
* SMILES string: CN(C)C(=NCC(=O)OPS)N(C)C
* lowest unoccupied orbital energy: 0.56 eV
* orbital gap: 0.3209 hartree
* E_HOMO: -8.17 eV
* energy relative to the best compared isomer or geometry (same formula, charge and spin): 9.14 kcal/mol
* electronic energy: -1330.53006 hartree
* net charge: 0

Last column: Mulliken charge in e.
Element x y z (Å)
C: -2.532 1.820 0.022  0.87
C: 2.607 0.758 -0.649  -0.95
C: 0.976 2.264 0.548  -1.14
C: 1.860 -1.409 1.199  -1.03
C: 0.458 -2.637 -0.397  -0.91
C: -1.488 1.205 -1.008  -1.13
C: 0.318 -0.077 -0.142  0.50
N: -0.894 -0.097 -0.580  -0.32
N: 1.261 0.912 -0.041  0.07
N: 0.833 -1.317 0.172  0.22
O: -2.793 2.999 0.080  -0.59
O: -3.253 0.936 0.723  -0.27
P: -3.155 -0.679 1.010  0.07
S: -3.832 -1.595 -0.741  -0.19
H: 2.769 -0.335 -1.027  0.27
H: 2.794 1.360 -1.597  0.32
H: 3.423 1.180 0.005  0.34
H: 0.992 3.027 -0.299  0.30
H: 0.099 2.161 1.101  0.41
H: 1.853 2.555 1.078  0.34
H: 2.631 -2.168 0.762  0.33
H: 2.341 -0.390 1.388  0.29
H: 1.543 -1.925 2.117  0.33
H: 0.416 -3.437 0.491  0.28
H: -0.455 -2.626 -0.929  0.27
H: 1.248 -3.114 -1.186  0.25
H: -0.940 2.023 -1.251  0.39
H: -2.114 0.944 -1.821  0.51
H: -4.334 -0.580 1.908  0.05
H: -2.631 -1.758 -0.936  0.09

Cartesian forces (eV/Å) of the 2 atoms listed first:
C 0.46 -0.17 -1.21
C 0.39 -0.56 -1.38

***

[3]
The following is a quantum chemistry calculation of a structure of composition C7H16N4O2, from OMol25.

Summary:
* lowest unoccupied orbital energy: -0.64 eV
* orbital gap: 0.2535 hartree
* E_HOMO: -7.54 eV
* energy relative to the best compared isomer or geometry (same formula, charge and spin): 199.61 kcal/mol
* electronic energy: -645.54519 hartree
* net charge: 0

Last column: Mulliken charge in e.
Element x y z (Å)
C: -3.257 -1.416 0.296  -0.79
N: -2.275 -0.444 -0.392  -0.26
H: -2.810 0.304 -0.979  0.29
C: -1.574 0.266 0.546  0.20
C: -0.383 -0.694 0.885  -0.65
C: 0.266 -1.309 -0.054  -0.87
H: -0.469 -1.995 -0.468  0.37
H: 1.090 -1.819 0.205  0.60
C: 0.898 -0.236 -1.217  -1.52
N: 1.965 0.596 -0.569  -0.12
C: 3.100 0.404 -0.096  0.78
N: 3.677 -0.761 -0.528  -0.86
H: 3.290 -1.671 -1.141  0.22
N: 3.779 1.161 0.817  -0.47
H: 3.519 2.033 0.544  0.22
H: 4.671 0.855 1.027  0.25
H: 1.557 1.231 0.036  0.16
H: 0.131 0.287 -1.511  0.64
H: 1.540 -0.737 -1.976  0.44
H: 0.242 0.204 1.679  0.20
H: -0.789 -1.275 1.661  0.53
C: -1.323 1.751 0.204  0.39
O: -0.275 2.404 0.525  -0.67
O: -2.082 2.198 -0.720  -0.67
H: -1.725 3.203 -1.404  0.48
H: -2.136 0.576 1.471  0.20
H: -2.699 -2.366 0.701  0.25
H: -3.854 -1.726 -0.607  0.35
H: -4.077 -1.023 1.066  0.28

Cartesian forces (eV/Å) of the 2 atoms listed first:
C -0.65 -0.63 -1.42
N -5.16 0.59 -1.70

***

[4]
The following is a quantum chemistry calculation of the ion C7H16N4OS with charge +2, from OMol25.

Summary:
* lowest unoccupied orbital energy: -7.13 eV
* orbital gap: 0.3761 hartree
* E_HOMO: -17.36 eV
* energy relative to the best compared isomer or geometry (same formula, charge and spin): 58.93 kcal/mol
* electronic energy: -968.09044 hartree
* net charge: +2

Last column: Mulliken charge in e.
Element x y z (Å)
C: -1.518 -1.107 0.857  0.52
C: -1.219 1.454 0.484  0.39
C: -1.906 0.311 1.141  -0.90
C: 0.668 0.221 -0.288  0.47
C: -0.090 -0.718 -2.451  -1.51
C: 3.068 1.315 0.485  -0.92
C: 1.068 -0.406 -1.566  -0.12
N: -0.304 -1.321 0.653  -0.38
N: -0.202 1.225 -0.212  -0.55
N: -1.750 2.629 0.552  -0.38
N: -2.482 -1.962 0.609  -0.38
O: 2.450 -1.217 0.777  -0.41
S: 1.877 0.160 1.181  0.44
H: -3.035 0.368 0.962  0.45
H: -1.909 0.498 2.285  0.42
H: -0.851 -0.063 -2.567  0.48
H: -0.622 -1.575 -2.133  0.38
H: 0.464 -1.104 -3.314  0.38
H: 4.004 1.476 1.076  0.42
H: 2.715 2.271 0.673  0.41
H: 3.077 1.002 -0.515  0.31
H: 1.839 0.195 -2.091  0.33
H: 1.567 -1.355 -1.222  0.43
H: -0.038 -2.297 0.400  0.25
H: 2.617 -1.771 1.573  0.42
H: -2.572 3.059 1.110  0.30
H: -1.202 3.405 0.077  0.29
H: -3.347 -1.780 1.057  0.21
H: -2.366 -2.915 0.405  0.24

Cartesian forces (eV/Å) of the 2 atoms listed first:
C -1.03 1.53 -0.96
C -1.83 -1.66 1.27

***

[5]
The following is a quantum chemistry calculation of the ion C7H16N4S with charge +2, from OMol25.

Summary:
* lowest unoccupied orbital energy: -7.51 eV
* orbital gap: 0.3605 hartree
* E_HOMO: -17.32 eV
* energy relative to the best compared isomer or geometry (same formula, charge and spin): 28.18 kcal/mol
* electronic energy: -892.88649 hartree
* net charge: +2

Last column: Mulliken charge in e.
Element x y z (Å)
C: 2.510 0.427 -0.270  0.24
C: 0.610 -0.565 -0.668  0.47
C: 1.513 -0.402 0.611  -0.17
C: -1.774 -0.388 -0.024  0.81
C: 0.995 0.232 1.809  -1.73
C: -1.724 -1.706 0.548  -1.49
C: -3.258 1.963 -0.565  -0.92
N: 1.724 0.349 -1.341  -0.26
N: -0.656 0.128 -0.551  -0.02
N: 0.557 -1.790 -1.265  -0.43
N: 3.578 0.993 0.167  -0.33
S: -3.331 0.257 -0.034  0.12
H: 1.758 -1.428 0.806  0.40
H: 1.732 0.248 2.561  0.45
H: 0.063 -0.217 2.126  0.33
H: 0.857 1.143 1.426  0.65
H: -1.497 -2.633 -0.083  0.35
H: -2.728 -1.893 0.887  0.48
H: -1.049 -1.872 1.352  0.34
H: -4.329 2.207 -0.619  0.38
H: -2.619 2.022 -1.484  0.33
H: -2.814 2.423 0.270  0.38
H: 1.751 0.836 -2.218  0.21
H: -0.844 1.047 -0.875  0.21
H: 1.443 -2.261 -1.471  0.28
H: -0.169 -1.934 -1.994  0.30
H: 3.604 1.006 1.205  0.30
H: 4.098 1.809 -0.307  0.33

Cartesian forces (eV/Å) of the 2 atoms listed first:
C -3.25 -1.69 0.83
C 2.20 2.20 -0.31

***

[6]
The following is a quantum chemistry calculation of a structure of composition C7H16N5, from OMol25.

Summary:
* lowest unoccupied orbital energy: -3.04 eV
* orbital gap: 0.3892 hartree
* E_HOMO: -13.63 eV
* energy relative to the best compared isomer or geometry (same formula, charge and spin): 106.24 kcal/mol
* electronic energy: -549.67035 hartree
* net charge: +1

Last column: Mulliken charge in e.
Element x y z (Å)
C: -2.411 -1.077 -0.951  0.57
C: -1.094 0.310 -2.368  0.76
C: 1.382 -2.514 1.495  -1.65
C: 1.098 1.863 0.825  -0.82
C: -1.084 1.036 0.883  -0.90
C: 1.008 -1.051 1.521  -0.10
C: 0.652 -0.609 0.062  -0.55
N: -2.796 -1.663 -0.037  -0.45
N: -1.992 -0.504 -2.039  -0.60
N: -0.696 0.695 -3.501  -0.30
N: -0.086 1.302 -1.155  -1.06
N: 0.181 0.824 0.128  0.62
H: 1.295 -2.822 2.438  0.49
H: 0.662 -2.936 0.934  0.46
H: 2.419 -2.607 0.958  0.31
H: 2.188 1.786 0.452  0.31
H: 0.840 2.777 0.281  0.39
H: 1.022 1.690 1.952  0.38
H: -1.780 0.736 0.202  0.46
H: -1.189 0.475 1.882  0.30
H: -1.309 2.072 1.146  0.31
H: 1.901 -0.641 1.983  0.34
H: 0.123 -1.030 2.267  0.19
H: 1.513 -0.599 -0.553  0.33
H: -0.158 -1.144 -0.190  0.34
H: -1.006 0.067 -4.198  0.29
H: -0.014 1.444 -3.395  0.29
H: -0.668 2.121 -1.023  0.27

Cartesian forces (eV/Å) of the 2 atoms listed first:
C -0.02 -0.42 0.32
C -0.61 -0.36 6.47

***

[7]
The following is a quantum chemistry calculation of the ion C7H16NO3 with charge -1, from OMol25.

Summary:
* SMILES string: CCOCCO[N-]CCCO
* lowest unoccupied orbital energy: 3.72 eV
* orbital gap: 0.1863 hartree
* E_HOMO: -1.35 eV
* energy relative to the best compared isomer or geometry (same formula, charge and spin): 26.90 kcal/mol
* electronic energy: -556.64944 hartree
* net charge: -1

Last column: Mulliken charge in e.
Element x y z (Å)
C: 3.256 -1.789 0.024  -1.08
C: 3.505 -0.355 0.573  -0.20
O: 3.530 0.644 -0.415  -0.43
C: 2.240 0.825 -0.982  -0.60
C: 1.149 1.294 0.022  -0.44
O: 0.321 0.240 0.480  -0.11
N: -0.876 0.132 -0.299  -0.87
C: -1.889 0.973 0.320  -0.52
C: -3.167 0.217 0.793  -0.59
C: -4.028 -0.400 -0.324  -0.50
O: -3.493 -1.620 -0.856  -0.49
H: 2.188 -2.051 0.068  0.25
H: 3.575 -1.902 -1.022  0.27
H: 3.839 -2.474 0.662  0.38
H: 2.818 -0.132 1.408  0.23
H: 4.516 -0.362 1.020  0.42
H: 1.858 -0.063 -1.513  0.31
H: 2.351 1.621 -1.739  0.31
H: 1.663 1.839 0.848  0.31
H: 0.524 2.030 -0.515  0.44
H: -1.431 1.413 1.242  0.29
H: -2.207 1.850 -0.306  0.13
H: -3.819 0.967 1.297  0.34
H: -2.946 -0.540 1.564  0.29
H: -5.013 -0.654 0.134  0.32
H: -4.241 0.297 -1.154  0.27
H: -4.223 -2.001 -1.332  0.28

Cartesian forces (eV/Å) of the 2 atoms listed first:
C -0.34 0.31 0.38
C 0.95 -0.94 0.30

***

[8]
The following is a quantum chemistry calculation of a cluster of 3 separate species, C7H16NO4PS in total, from OMol25.

Summary:
* SMILES string: NC(=O)O[PH2]=S.CC(C)=O.CC(C)=O
* lowest unoccupied orbital energy: 0.44 eV
* orbital gap: 0.3465 hartree
* E_HOMO: -8.99 eV
* energy relative to the best compared isomer or geometry (same formula, charge and spin): 0.00 kcal/mol
* electronic energy: -1371.61089 hartree
* net charge: 0

Last column: Mulliken charge in e.
Element x y z (Å)
N: 2.881 1.053 -0.825  -0.47
C: 2.372 2.204 -1.394  0.58
O: 2.925 3.264 -1.419  -0.52
O: 1.113 2.081 -1.925  -0.29
P: 0.034 1.091 -1.190  0.37
S: -1.072 1.871 0.173  -0.38
H: 3.853 1.248 -0.664  0.28
H: 2.861 0.286 -1.481  0.30
H: -0.717 0.654 -2.280  0.08
H: 0.716 -0.042 -0.747  0.08
C: 4.251 -2.974 0.956  -1.08
C: 3.943 -2.794 -0.508  0.75
O: 3.785 -1.697 -0.987  -0.52
C: 3.841 -4.043 -1.347  -1.10
H: 4.296 -2.004 1.441  0.28
H: 3.474 -3.576 1.428  0.33
H: 5.210 -3.480 1.075  0.33
H: 3.049 -4.687 -0.963  0.34
H: 4.784 -4.590 -1.317  0.33
H: 3.617 -3.775 -2.375  0.29
C: -6.724 1.520 1.324  -1.06
C: -5.246 1.460 1.635  0.80
O: -4.725 0.444 2.016  -0.54
C: -4.460 2.735 1.443  -0.86
H: -7.171 0.546 1.501  0.30
H: -7.211 2.259 1.961  0.31
H: -6.876 1.800 0.280  0.31
H: -4.861 3.520 2.087  0.34
H: -4.523 3.061 0.404  0.33
H: -3.420 2.563 1.696  0.08

Cartesian forces (eV/Å) of the 2 atoms listed first:
N 0.22 0.31 -0.77
C 0.48 1.05 0.13

***

Question: Which of these has the lowest orbital gap?
Answer: C7H16NO3

***

Question: The lowest energy relative to the best compared isomer or geometry (same formula, charge and spin) belongs to which entry?
Answer: C7H16NO4PS